[1]
A cluster of 2 separate species, C9H12BrN2OS in total in a non-equilibrium geometry, computed with wB97M-V/def2-TZVPD.

Cartesian coordinates (Å):
C -1.3363 -3.2320 2.6065
C -0.8841 -2.1855 1.7533
C -2.5858 -2.9854 3.0777
C -1.8583 -1.1683 1.6125
C -0.5303 0.2267 -0.0113
C -1.6734 0.1030 0.9693
C 0.3910 1.0586 0.2577
C 0.3031 1.8411 -2.3149
C 1.9168 0.2331 -2.0127
N 2.2979 2.3691 -1.2331
N 1.3700 1.4369 -1.4506
O -2.3290 1.1147 1.0288
S -3.2260 -1.5078 2.6267
Br 1.0457 2.1123 1.5886
H -0.7022 -4.1050 2.9259
H 0.2371 -2.0998 1.4462
H -3.0963 -3.5600 3.8649
H -0.5537 -0.3437 -0.9176
H 0.1524 2.9297 -2.1543
H 0.5343 1.9673 -3.4144
H -0.6654 1.3734 -2.1895
H 0.9183 -0.3016 -2.3843
H 2.6228 0.4718 -2.8256
H 2.3655 -0.5779 -1.3056
H 2.0833 2.8721 -0.4078
H 3.2027 1.9572 -1.1364

Force components x, y, z for each atom (eV/Å):
1.6 -0.5 -0.3
1.0 0.6 0.1
-0.4 -0.6 1.5
0.9 -1.1 1.0
-0.9 -1.4 0.6
-0.1 0.2 -0.5
2.9 1.5 -2.1
-1.3 4.2 -2.2
-1.5 -4.4 -0.1
1.7 1.7 -0.7
-2.0 -2.5 2.3
-0.7 -0.2 0.6
-0.1 0.5 -0.9
-0.3 -0.3 -0.2
-0.9 1.1 -0.5
-2.4 -0.2 0.2
0.2 0.2 -0.7
-0.2 -0.1 -0.3
-0.3 -0.6 0.6
0.4 -1.2 1.1
0.3 -0.4 0.2
2.7 0.8 0.1
-0.5 -0.1 0.2
-0.5 2.1 -0.8
-0.1 1.0 0.8
0.6 -0.2 0.1

Computed properties:
HOMO-LUMO gap   0.303 hartree
Total charge   +1
Energy relative to the best compared isomer or geometry (same formula, charge and spin)   177.0 kJ/mol
Lowest unoccupied orbital energy   -4.197 eV

---

[2]
A cluster of 2 separate species, CH4INOS in total in a non-equilibrium geometry, computed with wB97M-V/def2-TZVPD.

Cartesian coordinates (Å):
C -1.0822 0.5839 -0.0859
N -0.6648 -0.6818 0.4487
O 0.4929 -0.8298 0.9265
S 2.2530 -0.9809 -0.7478
I 3.6998 0.6885 -0.0256
H -0.2632 1.0172 -0.6684
H -1.9569 0.4472 -0.7184
H -1.3167 1.2742 0.7279
H -1.1619 -1.5185 0.1430

Force components x, y, z for each atom (eV/Å):
0.1 0.5 0.1
0.2 -0.4 -0.1
0.7 0.0 -1.0
-1.3 -0.1 0.8
0.1 0.2 0.1
0.0 -0.1 -0.1
0.0 -0.1 0.1
0.0 0.0 -0.1
0.3 0.0 0.1

Computed properties:
HOMO-LUMO gap (spin up / spin down)   0.234 / 0.234 hartree
Energy relative to the best compared isomer or geometry (same formula, charge and spin)   230.6 kJ/mol
Lowest unoccupied orbital energy (spin up / spin down)   -1.627 / -1.626 eV

---

[3]
A structure of composition C37H60F3NO25V2 in a non-equilibrium geometry, computed with wB97M-V/def2-TZVPD.

Cartesian coordinates (Å):
O -18.7984 -14.3602 -1.9021
V -19.9862 -15.3290 -2.3784
O -19.5256 -16.7995 -2.4833
O -22.6031 -13.9078 -6.6680
V -21.8033 -15.2185 -6.2867
O -21.6395 -16.2864 -7.5165
C -19.1448 -14.2447 -5.5655
O -19.8723 -14.1637 -6.8087
O -20.0868 -14.8391 -4.6741
C -17.7183 -14.7660 -5.6000
F -17.2567 -14.8910 -4.3646
F -17.6171 -15.9287 -6.2714
F -16.9315 -13.9009 -6.2756
C -19.6285 -13.1154 -7.7996
C -20.4992 -13.2576 -9.0852
H -21.5296 -12.9183 -8.9793
H -19.9081 -12.7568 -9.8520
H -20.6030 -14.3356 -9.2085
H -18.6222 -13.3616 -8.1385
H -19.8054 -12.2174 -7.2076
H -19.0764 -13.2016 -5.2564
C -21.1654 -16.2812 0.2346
C -22.2165 -15.1670 0.0178
C -21.8135 -14.0469 1.0228
C -22.6153 -12.7392 0.8303
C -22.2950 -12.3264 -0.6473
C -22.7231 -13.3975 -1.7041
N -22.0318 -14.7654 -1.3851
O -22.2761 -15.7784 -2.4100
C -22.1007 -12.7948 -3.0086
C -24.2197 -13.4147 -1.8860
C -23.5989 -15.6912 0.5177
H -20.1056 -16.0281 0.2630
H -21.5096 -17.1623 -0.3069
H -21.3486 -16.7535 1.1997
H -20.7645 -13.7555 0.9699
H -21.7672 -14.3336 2.0734
H -22.2524 -11.9627 1.5037
H -23.6620 -12.7964 1.1291
H -21.2188 -12.1581 -0.6874
H -22.6881 -11.3142 -0.7426
H -21.0119 -12.8197 -3.0546
H -22.2792 -11.7463 -3.2474
H -22.5639 -13.4864 -3.7123
H -24.7502 -13.5320 -0.9410
H -24.5266 -14.1779 -2.6011
H -24.5024 -12.3993 -2.1637
H -24.3164 -14.8711 0.5459
H -23.5748 -16.2360 1.4614
H -23.9517 -16.3673 -0.2611
C -21.8721 -18.0114 -13.9840
C -20.7287 -17.1344 -13.3674
C -19.9666 -16.1660 -14.2158
O -20.1910 -14.9251 -13.6065
C -21.0400 -14.8983 -12.6443
O -21.3349 -13.8876 -11.9843
O -21.4445 -16.1585 -12.4965
H -22.6066 -18.4336 -13.2982
H -21.5742 -18.8118 -14.6612
H -22.4433 -17.2713 -14.5443
H -19.9965 -17.7372 -12.8302
H -20.5926 -16.1678 -15.1081
H -18.9308 -16.2744 -14.5375
C -14.3603 -13.8693 -2.6339
C -14.6296 -12.8702 -3.8173
C -15.8214 -12.0732 -3.4102
O -15.3103 -10.8138 -3.3803
C -13.9566 -10.7859 -3.8461
O -13.2207 -9.8251 -3.9416
O -13.5583 -12.0069 -3.8596
H -13.4927 -14.5276 -2.5882
H -15.2299 -14.5010 -2.4528
H -14.2637 -13.3043 -1.7067
H -14.8787 -13.4024 -4.7353
H -16.4125 -12.3524 -2.5380
H -16.6440 -12.1013 -4.1247
C -19.8408 -19.1613 -8.1500
C -19.6906 -19.7866 -6.7538
C -18.5789 -19.2986 -6.0392
O -19.1663 -18.2211 -5.3682
C -20.5140 -18.3313 -5.3270
O -21.1962 -17.5873 -4.6989
O -20.8653 -19.2903 -6.1025
H -19.9902 -18.0823 -8.1112
H -20.7035 -19.5893 -8.6606
H -18.9386 -19.3450 -8.7334
H -19.6397 -20.8692 -6.8701
H -17.9429 -18.9235 -6.8410
H -18.1484 -20.0078 -5.3323
C -18.7327 -6.8936 -10.7891
C -18.7015 -8.4061 -11.2733
C -19.2500 -9.3683 -10.1930
O -20.1758 -10.1973 -10.9351
C -20.4395 -9.6095 -12.1660
O -21.4596 -9.8446 -12.7369
O -19.6372 -8.5520 -12.3272
H -17.8240 -6.7350 -10.2084
H -19.6533 -6.5355 -10.3283
H -18.6469 -6.3233 -11.7141
H -17.7172 -8.6070 -11.6961
H -19.6778 -8.6881 -9.4565
H -18.4278 -9.9446 -9.7687
C -18.0340 -15.3537 -11.0239
C -16.9572 -15.5401 -9.9936
C -17.0055 -16.9123 -9.2889
O -15.5914 -17.0244 -8.9113
C -14.8197 -16.1190 -9.5123
O -13.6592 -15.8663 -9.2755
O -15.6288 -15.4488 -10.3863
H -17.7937 -15.7707 -12.0019
H -18.0107 -14.2873 -11.2486
H -19.0307 -15.6419 -10.6899
H -17.1597 -14.7437 -9.2774
H -17.2981 -17.6857 -9.9991
H -17.4116 -16.9292 -8.2775
C -13.6372 -16.2267 -5.3539
C -12.7383 -17.3900 -4.7262
C -11.1999 -17.1889 -4.7032
O -10.8848 -17.3059 -3.2568
C -12.0472 -17.5533 -2.5364
O -12.2101 -17.7355 -1.3238
O -13.1078 -17.5329 -3.4041
H -13.1330 -15.3206 -5.0180
H -14.6457 -15.9684 -5.0309
H -13.5650 -16.4045 -6.4269
H -13.0351 -18.3756 -5.0848
H -10.9321 -16.2272 -5.1409
H -10.6123 -17.9644 -5.1945

Force components x, y, z for each atom (eV/Å):
-1.3 -1.2 -0.1
0.2 1.3 -2.5
0.7 0.0 0.6
0.1 -1.7 0.1
3.3 -0.6 -1.4
-1.0 2.6 2.4
-2.9 2.0 1.2
-0.7 -2.5 0.4
0.2 -0.8 -0.6
-0.2 -0.8 -1.2
0.1 -0.2 -0.1
0.0 0.0 0.5
-0.2 0.1 0.3
-0.4 -0.5 -0.3
0.3 -0.5 2.0
0.3 0.5 -0.1
-0.6 -0.2 -0.3
0.3 0.0 -0.7
0.3 0.9 0.3
0.6 0.5 -0.6
0.6 0.3 0.2
-1.8 -1.3 0.8
2.1 -1.3 3.4
0.1 1.7 0.0
1.1 -0.4 -0.5
-0.5 -0.7 2.3
2.2 3.2 -0.4
-3.3 -0.4 -2.7
1.2 3.3 3.4
-0.3 -1.8 -0.1
-0.2 -0.4 0.8
-0.2 0.2 -2.2
0.0 0.2 -0.7
0.9 0.1 -1.1
0.2 0.6 0.6
0.3 0.0 -0.9
-1.0 -0.9 -0.1
0.4 0.0 0.0
-0.2 -0.3 -0.6
0.2 -0.3 -0.1
-0.6 -0.3 -1.0
0.2 -0.6 0.2
-0.9 -0.2 0.4
0.5 0.6 -1.1
0.0 -0.4 0.0
-0.2 0.2 -0.1
0.1 -0.2 -0.6
0.1 -0.2 0.3
0.4 0.3 -0.1
-0.3 -0.3 0.1
0.4 1.3 -0.4
-0.9 -0.8 1.6
-1.9 0.1 -2.3
3.0 2.5 -2.0
-0.9 1.8 2.4
0.5 -3.4 -1.8
-0.9 -1.8 1.5
0.6 0.1 0.6
0.4 0.2 0.1
-0.2 -0.2 -0.4
-0.4 0.0 0.9
0.5 0.4 -0.8
-0.1 -0.3 0.7
-0.3 0.0 0.2
-0.6 -4.5 2.5
-1.9 -0.2 -0.9
1.8 3.6 -0.5
0.0 3.5 2.1
-2.4 -1.6 -0.2
1.4 -1.5 -1.7
0.2 0.1 -0.9
-0.1 -0.1 -0.3
-0.1 0.4 -0.1
0.8 0.2 -0.3
1.0 0.0 0.9
0.1 0.0 -0.9
0.4 -0.4 -0.3
-2.9 -1.5 -4.2
1.8 1.0 0.9
0.3 1.9 1.7
2.3 0.6 0.0
-1.5 1.2 0.3
-1.5 -2.3 0.2
0.0 0.0 0.3
0.1 0.0 0.0
0.0 -0.2 -0.2
-0.8 -0.1 0.3
1.1 0.0 0.8
0.4 0.2 -0.1
0.6 -1.3 -1.6
-0.6 1.7 0.9
0.9 0.3 -1.5
0.9 0.3 0.5
-2.1 0.8 2.2
1.3 -0.3 -0.7
-0.1 -0.2 -1.2
-0.3 0.3 0.3
0.1 -0.5 0.3
0.2 0.2 0.1
0.1 -0.3 0.3
-0.7 -0.8 0.2
-0.3 -0.3 0.1
0.9 1.0 -1.3
-1.9 -0.9 1.6
2.0 1.1 0.5
0.3 -1.3 0.4
0.6 0.9 0.2
-2.1 -0.8 -0.7
1.3 0.9 -1.2
0.0 -0.6 0.1
-0.6 0.2 0.0
0.2 0.0 0.2
0.3 0.0 0.5
0.0 -0.3 0.4
-1.0 -0.1 -0.7
2.3 -0.5 0.2
-1.8 0.0 -1.0
-0.5 -0.3 0.9
-1.3 0.1 0.1
-0.8 0.0 1.7
1.3 0.6 -4.0
0.5 0.2 3.1
0.4 0.3 -0.7
-0.2 -1.4 0.2
-0.2 0.7 -0.1
0.3 0.2 -1.1
0.2 0.2 0.6
-0.3 0.0 0.0

Computed properties:
HOMO-LUMO gap (spin up / spin down)   0.266 / 0.211 hartree
Total charge   +1
Lowest unoccupied orbital energy (spin up / spin down)   -4.918 / -6.411 eV
2S+1   2

---

[4]
An isolated molecule of C7H10 in a non-equilibrium geometry, computed with wB97M-V/def2-TZVPD.

Cartesian coordinates (Å):
C 1.2365 1.3589 0.4549
C 0.0611 0.6298 1.0305
C -0.0725 -0.8525 1.0180
C 0.3956 -1.6208 -0.1464
C -0.0538 -1.1767 -1.3261
C -1.0401 -0.0507 -1.2037
C -1.1511 0.2611 0.2657
H 0.9814 2.4129 0.3150
H 2.0927 1.2905 1.1325
H 1.5328 0.9381 -0.5089
H -0.2378 1.0093 2.0086
H -0.1265 -1.3836 1.9738
H 0.9994 -2.5176 -0.0235
H 0.2092 -1.6037 -2.2852
H -0.7102 0.9273 -1.5649
H -1.9905 -0.2589 -1.7214
H -2.1286 0.6378 0.5821

Force components x, y, z for each atom (eV/Å):
0.2 0.1 -0.2
0.3 0.5 0.2
-1.4 0.2 -0.2
-0.1 0.2 -0.4
0.1 0.0 -0.1
0.2 0.4 0.2
0.0 -1.5 1.0
0.1 0.0 0.0
-0.1 0.1 -0.1
0.0 0.1 0.1
0.2 0.1 -0.1
-0.5 0.3 -0.3
0.0 0.3 -0.1
0.0 0.0 0.0
0.4 -0.2 -0.9
0.2 0.0 0.4
0.4 -0.5 0.4

Computed properties:
HOMO-LUMO gap   0.352 hartree
SMILES   C[C@@H]1[C@@H]2C=CC[C@H]12
Energy relative to the best compared isomer or geometry (same formula, charge and spin)   169.7 kJ/mol
Lowest unoccupied orbital energy   1.152 eV

---

[5]
The ion C5H11N2O with charge -1 in a non-equilibrium geometry, computed with wB97M-V/def2-TZVPD.

Cartesian coordinates (Å):
C -1.9487 -0.6948 0.2099
O -1.9611 -0.7638 -1.3098
C -0.7656 0.0716 0.7040
C 0.6839 -0.5502 0.2293
C 1.3236 0.3420 -0.8943
C 2.7102 0.6067 -0.8186
N 0.5095 0.6958 -1.8792
N -1.0245 0.0835 2.2092
H -2.0479 -1.7109 0.5212
H -2.9068 -0.1068 0.1800
H -0.8231 1.3449 0.4048
H 1.3049 -0.9214 1.1457
H 0.4496 -1.4824 -0.0809
H 3.0694 1.1653 -1.5956
H 3.4814 0.3654 -0.1657
H -1.1551 -0.3846 -1.6740
H 0.7584 1.3382 -2.5176
H -0.1078 -0.1460 2.7042
H -1.5502 0.7476 2.6276

Force components x, y, z for each atom (eV/Å):
-1.3 2.0 -5.1
-0.5 -1.1 1.3
0.5 3.7 1.4
-0.8 3.0 2.5
2.2 -0.4 0.6
-3.0 -0.5 0.2
-2.6 -3.4 3.5
5.0 -4.4 -1.2
0.1 -0.5 0.8
0.7 -0.6 1.7
0.2 -4.1 0.1
-0.5 1.7 -1.2
-1.0 -3.0 -2.0
0.9 1.5 -2.2
0.5 -0.9 1.8
1.1 0.7 -0.1
1.9 2.5 -2.4
-2.0 0.9 -0.7
-1.6 2.8 1.0

Computed properties:
HOMO-LUMO gap   0.224 hartree
Total charge   -1
Energy relative to the best compared isomer or geometry (same formula, charge and spin)   233.2 kJ/mol
Lowest unoccupied orbital energy   4.102 eV

---

[6]
A structure of composition C10H24ClCrIN2OPS in a non-equilibrium geometry, computed with wB97M-V/def2-TZVPD.

Cartesian coordinates (Å):
C -0.2553 -3.7808 -1.5342
I 1.3435 -2.2455 -2.7517
H -1.2025 -3.3108 -1.2457
H 0.2504 -4.3697 -0.7544
H -0.5224 -4.5284 -2.2908
Cr 0.4285 -1.2746 -0.6943
P -0.2073 0.8985 -1.5419
C 1.2167 1.5760 -2.5036
C -1.5019 0.8783 -2.8373
H -1.3757 1.8009 0.3638
H -0.9819 3.1245 -0.7981
H 0.2866 2.4277 0.2851
C -0.6108 2.2069 -0.3111
H -2.4691 0.6908 -2.3568
H -1.5433 1.8370 -3.3852
H 0.8740 2.3271 -3.2373
H 1.7002 0.7394 -3.0374
H -1.3111 0.0637 -3.5538
H 1.9456 2.0245 -1.8095
C 2.3711 -0.3064 -0.6398
O 3.4626 0.0805 -0.5517
Cl -1.7477 -1.3244 0.0689
C -1.1689 -2.1608 5.5895
C 0.0639 -1.5127 4.9926
N -0.2722 -0.9964 3.6298
C 0.4819 -0.0061 3.0873
S 1.1593 -0.2215 1.4924
N 0.7422 1.0870 3.8385
C -0.1861 1.6081 4.8566
C 0.5610 2.2102 6.0374
H -1.9592 -1.4136 5.6844
H -0.9368 -2.5581 6.5836
H -1.5594 -2.9629 4.9582
H 0.4260 -0.6907 5.6187
H 0.9025 -2.2316 4.9412
H -0.3764 -1.7653 2.9710
H 1.3092 1.7961 3.3849
H -0.8146 2.3893 4.4020
H -0.8220 0.7827 5.1724
H 1.0625 3.1445 5.7580
H -0.1078 2.4464 6.8772
H 1.3320 1.5383 6.4340

Force components x, y, z for each atom (eV/Å):
-0.1 -1.5 -0.9
-1.3 -2.8 -0.9
0.7 0.7 -0.1
0.5 1.0 -0.1
0.5 0.5 -0.4
-1.2 3.0 3.7
0.1 1.3 -1.1
0.1 -0.2 0.3
-0.4 -0.4 0.3
0.1 0.2 -0.2
0.2 -0.5 0.0
-0.3 -0.1 -0.3
-0.1 -0.5 0.1
0.1 0.0 -0.2
0.2 -0.4 0.4
0.1 -0.3 0.4
-0.1 0.5 0.0
0.0 0.3 0.2
-0.2 -0.1 -0.4
5.1 1.1 0.5
-4.5 -1.5 -0.6
0.7 -0.1 -0.6
-0.1 0.2 0.2
-0.1 -0.2 0.4
1.5 0.0 -0.5
-0.9 -0.1 1.2
0.3 0.4 0.3
-0.2 -0.7 -1.8
-0.2 0.2 0.7
0.4 0.1 0.4
0.0 -0.1 0.1
-0.1 0.0 -0.2
0.2 0.0 0.1
-0.2 -0.2 -0.2
-0.3 0.3 -0.3
-0.3 0.2 0.2
0.1 -0.2 0.1
0.1 -0.4 -0.1
-0.1 0.3 -0.1
-0.1 -0.2 0.0
0.0 -0.1 -0.4
-0.2 0.0 -0.2

Computed properties:
HOMO-LUMO gap (spin up / spin down)   0.239 / 0.263 hartree
Total charge   +2
Lowest unoccupied orbital energy (spin up / spin down)   -9.081 / -8.594 eV
2S+1   4